This record from OMol25 describes 6 unconnected molecules or ions with the total composition C52H65BN5O24 in a non-equilibrium geometry. The level of theory is the ωB97M-V functional and the def2-TZVPD basis.

Last column: Mulliken charge in e.
Element x y z (Å)
O -3.4725 11.5819 -0.2377  -0.504
H -6.8547 12.0659 -3.3044  0.420
H 5.8740 1.9557 2.1443  0.258
C -3.9036 9.8905 -1.7903  -0.878
C 5.1815 -2.1313 2.1494  -1.436
O -9.1934 -5.1580 3.3206  -0.606
H -4.4471 -7.3127 -1.4137  0.504
C 2.1656 -5.8505 -8.4115  0.912
H 0.2310 2.6424 1.3007  -0.067
O -0.4594 6.0228 1.2234  -0.516
C -6.5081 -7.6217 1.4966  1.022
H 5.3961 0.0914 3.5156  0.680
H -8.2605 -8.6947 0.7710  0.428
O 0.0772 -4.6527 -8.5309  -0.559
C 0.5531 3.2817 -1.3959  -1.031
H -4.9809 -4.8322 -3.9142  0.355
C -2.7161 -3.7529 -1.1175  -0.978
C 4.1090 -4.7562 -7.4537  0.376
C 1.5797 4.3313 -0.8747  -0.252
H -6.6075 -4.8251 3.5600  0.441
C -3.1271 -6.0326 -0.2485  1.052
O -10.1358 -7.2254 1.8855  -0.563
O 3.6181 -1.9159 -1.6785  -0.215
C -6.9238 -5.6590 2.9488  -0.838
H -1.5497 0.2732 2.3484  0.442
N 4.6968 -3.4027 -0.1276  0.060
O -5.5150 13.0107 -1.2590  -0.616
H -0.3148 -0.2444 4.6766  0.428
H -2.0583 6.6164 -0.0476  0.276
C 0.6624 1.8719 -0.7522  -0.328
C -0.0124 1.7812 0.6626  -0.217
C -1.7557 7.9750 1.1901  0.369
H 3.2326 -2.5817 5.6493  0.437
C -4.2057 -5.4109 -2.3297  0.394
C -6.0641 11.4356 -2.9221  -0.945
C -2.5089 -4.6720 -0.1695  0.276
C -5.7845 10.2393 -3.4529  0.377
H 4.4475 -3.7158 -2.1609  0.468
H 2.2902 3.2036 1.3804  -0.381
H 1.2193 4.8928 0.0195  -0.118
C 4.0539 -1.1261 -4.0806  -1.203
H -3.1026 9.2691 -1.4152  0.431
H 3.9885 -0.0237 -4.1599  0.352
H 3.3577 -5.7781 1.5095  0.444
H 2.7232 -1.3087 4.4377  -0.145
H 4.8375 2.1679 0.1249  0.483
H 0.5498 3.1672 -2.4944  0.407
H -3.8653 12.4546 -0.0394  0.335
O 5.3997 -4.7088 -7.0959  -0.575
C -0.1519 8.8206 3.3806  0.275
O -5.6760 -8.3212 0.9495  -0.609
H 1.5175 -2.1908 5.4258  0.479
C -5.2937 11.9377 -1.7874  0.901
O 5.6490 -1.4872 -2.4192  -0.494
H 0.9249 6.9980 3.2223  0.480
H -0.0600 -5.5380 -8.9221  0.360
C -8.8157 -7.0411 1.9791  0.384
C -7.9434 -7.8524 1.3698  -1.076
H 2.2170 -5.4812 4.3258  0.403
O -6.4682 9.7501 -4.4935  -0.556
H -0.6087 2.1152 5.0882  0.412
N 4.2380 -3.2913 2.1028  0.274
H -2.8267 9.7977 1.3345  0.445
H -2.2738 -2.7671 -1.0730  0.618
H 4.6952 -5.2093 3.8923  0.366
C -0.5051 -0.0773 2.4441  -1.019
C 2.4778 -2.2799 4.8934  -0.889
H -10.5414 -6.5086 2.4112  0.355
C 3.2701 3.3979 0.9098  0.024
H 3.8410 4.1857 1.4282  0.573
C 4.7945 1.7387 2.2460  -1.443
H -1.2179 2.1067 3.4245  0.259
C 3.5765 -5.8368 -8.0327  -0.908
O -1.4894 10.7445 3.3820  -0.609
H 1.8074 -4.3861 5.6804  0.386
O -4.4845 8.2883 -3.4145  -0.629
H 1.4474 0.5204 1.6846  -0.820
H -0.5299 -1.1868 2.4327  0.161
C -4.1805 11.0867 -1.2630  0.379
C -6.0504 -6.4718 2.3431  0.337
O 3.8213 -2.5817 -6.6210  -0.576
C 3.8649 -3.2810 -1.3263  -0.590
C 1.8901 -3.5373 -7.5682  -0.975
H -6.0738 8.8767 -4.6818  0.354
H -4.3129 -7.0129 1.9297  0.326
H 4.1564 -6.7253 -8.2406  0.428
H 3.2258 2.9040 -1.2405  0.425
H 3.0719 -1.5181 -4.3854  0.225
O -3.7735 -3.2628 -3.1624  -0.604
O -4.9948 -5.6496 -3.3790  -0.561
C -0.6605 7.1125 1.7319  0.950
H 6.1178 -2.3250 1.6122  0.289
H 1.1437 0.3155 3.7893  -0.399
C 4.0123 -3.8828 0.9885  -0.101
C 3.0107 3.7801 -0.5971  -1.087
O 4.4950 -4.3564 4.3154  -0.495
H -1.0946 1.6840 0.4522  0.479
C -1.2669 9.6725 2.8545  0.886
O 1.6291 -6.8107 -8.9267  -0.592
C 0.4152 0.4151 1.2859  0.648
H 2.9137 -3.8348 -1.2950  0.335
C 4.5034 -1.5275 -2.6862  0.841
C 4.5556 0.3109 2.8233  -0.657
H -1.7519 -5.2486 1.4301  0.255
H 5.5703 -3.8951 -0.2990  0.337
C 4.0563 2.0333 0.8990  0.188
H 5.5329 -3.8257 -6.7026  0.336
C -2.0353 9.1694 1.7196  -0.849
H 3.3212 1.2699 0.6023  -0.202
N 3.1413 -5.0098 0.8778  -0.615
H 0.4559 -0.3849 0.5194  0.453
C 4.4725 -0.7956 1.7232  0.735
N 0.3259 -6.0851 2.1433  -0.540
H 4.7858 -1.4547 -4.8308  0.374
H 3.3937 -1.0351 1.6146  -0.098
C 3.2910 -3.5346 -7.1700  0.949
H 0.1499 10.1897 4.5971  0.352
H -0.4554 3.6677 -1.1329  0.211
H 0.4919 2.5485 3.7075  0.201
O -2.4465 7.4909 0.1469  -0.533
C 1.7240 -4.5276 4.5884  -1.049
C -8.3599 -5.8765 2.8023  0.960
O 1.7746 -4.6421 0.8672  0.241
H 1.6893 1.4694 -0.7625  -0.112
O -1.7381 -4.4260 0.8998  -0.481
H 1.3153 -2.6425 -7.3736  0.451
C 1.3549 -4.6173 -8.1519  0.363
H 5.4648 -2.0033 3.2131  0.577
B 3.6302 -3.6840 3.4421  0.391
H 3.7706 4.5384 -0.8728  0.444
C 0.0393 0.3773 3.8389  0.436
H 4.4175 2.4720 2.9864  0.498
C 0.1247 7.6226 2.8502  -1.015
O -4.7271 -6.2981 2.4607  -0.569
H 0.0635 1.1869 -1.3902  0.548
O -2.8899 -6.8393 0.6339  -0.754
H 3.6534 0.3447 3.4600  -0.100
H 0.6573 -4.6497 4.3310  0.263
C 1.0589 -5.5486 1.4853  0.541
H 4.8417 -0.4569 0.7437  0.318
C -4.6872 9.3767 -2.9091  0.935
C -3.9933 -6.3314 -1.3801  -1.072
O 0.5481 9.3184 4.4030  -0.570
C -0.3290 1.8943 4.0429  -1.198
C -3.5656 -4.0577 -2.2669  0.952
N 2.2703 -3.3448 3.8365  0.164
H 1.6865 5.0904 -1.6778  0.460

Results
HOMO energy, eV: -10.693
Total charge: +1
Total energy, a.u.: -4124.480332
Maximum force, eV/A: 4.2
Energy relative to the best compared isomer or geometry (same formula, charge and spin), kJ/mol: 166.1
HOMO-LUMO gap, eV: 6.0604